The following is a DFT calculation (the ωB97M-V functional and the def2-TZVPD basis) of one molecule with the formula C3H8N2S2.

Output
SMILES: CSC(=NN)SC
relative energy (zero: lowest compared OMol25 entry of this formula, charge and spin): 100.4 kcal per mole

Atoms and positions in Å:
S (0.3456, 1.4065, -0.2893)
S (-0.7545, -0.8441, 1.4753)
N (-0.3238, -1.2422, -1.0019)
N (-0.5422, -2.5694, -0.6125)
C (0.9521, 1.3414, -2.0827)
C (-0.3644, -0.3269, -0.1644)
C (-0.5457, 0.9010, 2.4676)
H (-0.3081, -2.6157, 0.3876)
H (-0.5104, 0.2805, 3.5274)
H (2.0809, 0.9662, -2.0486)
H (0.8686, 2.3783, -2.6091)
H (-0.0751, -3.1342, -1.1897)
H (0.3499, 0.3862, -2.6526)
H (0.4385, 1.3721, 2.2394)
H (-1.6114, 1.7005, 2.5534)